Record 1
ORCA calculation (ωB97M-V with the def2-TZVPD basis set) on a molecular structure, C21H35BCuO2P2 in a non-equilibrium geometry.

Properties
2S+1 = 2
Net charge = 0
Lowest unoccupied orbital energy (spin up / spin down) = 0.020 / 0.002 Eh
Orbital gap (spin up / spin down) = 5.9 / 7.7 eV
⟨S²⟩ = 0.7525

XYZ file:
```
62
Properties=species:S:1:pos:R:3:forces:R:3
P -1.596 -0.318 -0.875 -1.50 0.12 0.46
P 1.106 -0.180 1.540 -0.64 0.06 1.18
C 0.206 -0.399 -1.208 1.12 -1.13 -1.07
C 1.325 -0.851 -0.128 -0.45 0.05 -1.33
H 0.550 0.347 -1.922 -0.22 0.32 1.17
H 0.266 -1.084 -2.077 0.01 -0.69 0.71
H 1.385 -1.958 -0.153 -0.30 0.51 0.37
H 2.360 -0.532 -0.376 -0.88 -0.08 -0.42
C 2.369 1.163 1.621 0.31 0.45 -0.26
H 2.779 1.300 2.628 -0.48 0.01 0.01
H 1.900 2.096 1.269 0.01 -0.21 0.38
H 3.255 1.062 0.990 0.05 -0.50 -0.18
C 1.841 -1.539 2.567 0.18 -0.01 0.55
H 2.924 -1.482 2.786 -0.34 -0.09 -0.58
H 1.560 -2.517 2.135 0.24 0.43 0.23
H 1.372 -1.468 3.558 -0.03 -0.13 -0.24
C -2.613 0.984 -1.882 0.40 -0.03 -0.38
H -3.654 1.032 -1.507 0.65 -0.29 0.32
H -2.735 0.846 -2.973 0.31 -0.35 0.41
H -2.189 1.988 -1.779 -0.10 -0.18 0.40
C -2.149 -1.867 -1.741 -0.16 0.05 0.32
H -1.579 -2.661 -1.253 -0.23 -0.17 -0.05
H -1.973 -1.941 -2.813 0.25 0.27 -0.16
H -3.228 -2.039 -1.601 0.37 0.06 0.21
Cu 0.664 2.139 -1.514 -1.09 0.59 1.66
C 2.480 0.052 -2.794 0.75 1.15 0.82
C 2.483 1.329 -2.273 1.54 -2.16 -0.64
C 2.219 2.529 -3.151 1.37 0.20 -0.20
C 1.172 2.331 -4.221 -0.57 0.16 0.78
C -0.016 1.601 -3.649 -0.88 -0.82 -1.87
C -0.259 0.329 -4.064 -0.62 1.41 -0.02
C 0.794 -0.605 -4.544 -0.20 0.00 -1.14
C 2.250 -0.288 -4.227 0.69 -0.35 0.43
C -3.481 -0.548 1.880 0.29 0.09 -0.52
H 2.598 -0.883 -2.215 0.23 1.11 0.06
H 2.832 1.533 -1.226 -0.37 -0.38 -0.94
H 3.126 2.819 -3.664 0.68 0.37 0.06
H 1.942 3.352 -2.474 0.13 0.33 -0.40
H 0.836 3.318 -4.535 -0.09 0.05 -0.17
H 1.527 1.797 -5.097 0.01 0.36 0.07
H -0.768 2.185 -3.104 -0.12 -0.09 -0.82
H -1.294 -0.018 -4.191 0.47 -0.20 0.91
H 0.752 -0.629 -5.632 -0.23 -0.32 -0.38
H 0.528 -1.621 -4.214 0.18 0.24 -0.01
H 2.806 -1.220 -4.388 0.00 0.19 -0.23
H 2.713 0.472 -4.859 -0.25 -0.32 -0.12
H -4.424 -0.557 2.441 0.32 -0.11 0.11
H -3.431 -1.397 1.199 -0.22 0.14 -0.07
H -3.430 0.389 1.332 -0.31 -0.03 -0.36
O -2.028 0.630 3.618 0.23 -0.49 -0.70
B -2.254 -0.510 2.815 -0.09 -0.27 1.66
O -1.626 -1.646 3.390 0.09 0.84 -0.56
C -1.150 -1.229 4.616 -1.57 1.05 -0.24
C -1.010 -2.060 5.692 0.83 0.22 -0.09
C -0.903 -1.395 6.932 0.15 -0.43 0.26
C -1.243 -0.038 7.086 0.52 -0.80 0.47
C -1.630 0.739 5.987 0.86 -0.01 0.36
C -1.424 0.173 4.754 -1.02 -1.34 0.07
H -0.995 -3.152 5.511 0.15 0.80 0.50
H -0.547 -2.019 7.768 -0.51 0.62 -0.11
H -1.205 0.396 8.093 -0.14 -0.20 -0.50
H -2.085 1.717 6.114 0.22 -0.10 -0.16
```
Forces are in eV/Å.

Record 2
ORCA calculation (ωB97M-V with the def2-TZVPD basis set) on 10 unconnected molecules or ions with the total composition CH19O12 in a non-equilibrium geometry.

Properties
Net charge = -1
Lowest unoccupied orbital energy = 0.109 Eh
Orbital gap = 10.2 eV

XYZ file:
```
32
Properties=species:S:1:pos:R:3:forces:R:3
C 0.840 -0.165 0.266 0.76 -0.78 -2.13
O 1.838 0.155 -0.448 -0.04 0.20 1.54
O 1.011 -1.007 1.321 -1.21 0.76 -0.01
O -0.322 0.130 -0.090 0.11 0.10 1.50
H 1.889 -1.369 1.342 0.77 0.07 -0.20
O -2.173 -1.972 -0.709 -0.61 0.06 0.99
H -1.633 -2.370 -1.390 0.52 0.46 0.01
H -1.721 -1.223 -0.260 0.11 -0.50 -0.99
O -0.572 -1.626 3.634 0.21 -1.22 1.80
H -1.216 -1.119 4.131 -0.06 0.15 -0.26
H -0.478 -1.201 2.807 -0.03 1.08 -1.26
O 2.771 -1.548 -2.144 1.31 -1.54 -2.19
H 2.623 -0.906 -1.481 -0.55 1.46 1.56
H 3.613 -1.292 -2.559 -0.55 -0.24 0.25
O -0.198 2.912 -1.119 -0.11 0.97 -0.35
H 0.041 2.001 -0.965 0.14 -0.73 0.33
H 0.094 3.081 -2.018 0.03 -0.04 -0.06
O -1.649 0.530 2.165 -1.98 0.74 1.10
H -2.519 0.944 1.956 0.99 -0.57 0.26
H -1.172 0.627 1.351 0.58 -0.05 -1.20
O 2.587 2.719 0.337 -0.04 -0.61 -0.21
H 2.830 3.116 -0.510 -0.22 -0.24 0.27
H 2.233 1.814 0.114 0.60 0.97 0.00
O -2.758 1.862 -1.019 -0.68 -0.69 -0.21
H -3.023 2.623 -0.511 0.16 0.45 0.11
H -1.919 2.087 -1.438 0.12 0.20 0.25
O -0.183 0.303 -2.701 1.33 0.59 -1.76
H 0.732 0.461 -3.021 -0.85 -0.31 -0.36
H 0.051 0.224 -1.785 -0.61 -0.40 1.34
O -0.503 -3.629 1.483 0.52 -1.46 -0.11
H -1.042 -2.982 1.059 -0.75 0.77 -0.62
H -0.075 -3.178 2.201 0.04 0.34 0.59
```
Forces are in eV/Å.

Record 3
ORCA calculation (ωB97M-V with the def2-TZVPD basis set) on a molecular structure, BrHNO2S in a non-equilibrium geometry.

Properties
Net charge = -1
Lowest unoccupied orbital energy = 0.129 Eh
Orbital gap = 7.4 eV

XYZ file:
```
6
Properties=species:S:1:pos:R:3:forces:R:3
N 0.795 0.083 0.744 1.11 -0.01 1.28
O -0.870 1.825 0.530 0.67 -1.43 -1.18
O -1.098 -0.523 -0.653 -3.27 4.22 -3.38
S -0.098 0.841 -0.314 -1.49 1.56 0.20
Br 1.884 -1.163 -0.159 0.58 -0.23 -0.20
H -0.614 -1.063 -0.149 2.40 -4.11 3.28
```
Forces are in eV/Å.

Record 4
ORCA calculation (ωB97M-V with the def2-TZVPD basis set) on a molecular structure, CI3O2S in a non-equilibrium geometry.

Properties
2S+1 = 3
Net charge = -1
Lowest unoccupied orbital energy (spin up / spin down) = 0.105 / 0.019 Eh
Orbital gap (spin up / spin down) = 4.9 / 5.7 eV
⟨S²⟩ = 2.0182

XYZ file:
```
7
Properties=species:S:1:pos:R:3:forces:R:3
C -0.431 -0.573 0.197 -0.54 -0.49 -0.15
O 1.329 0.837 -1.467 -1.20 1.23 1.03
O 1.220 1.869 0.826 -1.47 -0.55 -1.96
S 0.462 1.374 -0.377 3.19 -0.71 0.99
I 0.442 -2.199 -0.886 0.79 -0.34 -0.38
I -2.542 -0.333 -0.562 -1.20 0.53 -0.52
I -0.481 -0.974 2.269 0.42 0.33 0.99
```
Forces are in eV/Å.

Energy relative to the best compared isomer or geometry (same formula, charge and spin), record by record: 81.9 0.0 20.3 19.3 kcal per mole
Energy, record by record: -3319.51176 -952.51443 -3178.02629 -1479.80678 Eh